Model P:
{"formula": "C11H12Si", "method": "ωB97M-V/def2-TZVPD", "symbols": ["C", "C", "C", "C", "C", "C", "C", "C", "C", "C", "C", "Si", "H", "H", "H", "H", "H", "H", "H", "H", "H", "H", "H", "H"], "coordinates": [[2.39654, 1.38733, -2.64711], [3.04135, 1.90548, -1.45732], [1.16308, 0.82164, -2.63496], [2.33648, 1.76586, -0.27436], [0.47647, 0.62013, -1.43346], [1.08448, 1.04341, -0.21097], [-0.57399, -0.17325, -1.12364], [-0.78868, 0.09349, 0.43676], [0.31442, 0.81834, 0.86808], [-1.16576, -1.56000, 3.10513], [-3.12398, -1.83667, 0.51941], [-1.65927, -1.04155, 1.46159], [2.89641, 1.63458, -3.52141], [3.89322, 2.49672, -1.63166], [0.75114, 0.33606, -3.57436], [2.90904, 1.91102, 0.71497], [-1.35962, -0.75109, -1.63507], [0.65730, 1.20604, 1.83431], [-0.31202, -2.23901, 2.93187], [-0.70240, -0.67464, 3.62554], [-1.91794, -2.00267, 3.84546], [-4.10201, -1.56808, 0.91790], [-3.10324, -1.32037, -0.48293], [-3.11103, -2.87277, 0.36623]], "smiles": "C[Si](C)=C1C=c2ccccc2=C1", "orbital_gap_ev": [6.2, 6.2], "charge": 0, "e_homo_ev": [-6.69, -6.69]}



Model Q:
{"formula": "C11H12Si", "method": "ωB97M-V/def2-TZVPD", "symbols": ["C", "C", "C", "C", "C", "C", "C", "C", "C", "C", "C", "Si", "H", "H", "H", "H", "H", "H", "H", "H", "H", "H", "H", "H"], "coordinates": [[0.01831, 3.36912, -3.05684], [-0.97820, 2.54561, -3.50707], [0.77957, 2.92691, -1.94822], [-1.28094, 1.33458, -2.89131], [0.51995, 1.70551, -1.34447], [-0.44501, 0.89918, -1.82727], [1.34238, 1.15434, -0.27654], [0.55245, 0.02163, 0.03947], [-0.49380, -0.39698, -1.06588], [1.62031, -0.64582, 3.24754], [-1.02285, -2.00426, 2.22350], [0.50697, -0.86687, 1.67798], [0.19585, 4.32391, -3.52372], [-1.52586, 2.90074, -4.37888], [1.54178, 3.59160, -1.43006], [-2.14294, 0.79813, -3.12132], [-1.47150, -0.67843, -0.55942], [-0.16877, -1.24810, -1.76014], [1.85785, 0.34715, 3.41195], [1.02705, -0.96980, 4.10755], [2.55150, -1.14640, 3.15910], [-1.64659, -1.92494, 1.35721], [-0.96066, -3.06176, 2.59412], [-1.70240, -1.41702, 2.87143]], "orbital_gap_ev": 6.8, "charge": 0, "e_homo_ev": -7.50}



Most stable structure - model P; separation to the second - 138.1 kJ/mol.